(1)
A molecular structure, C29H34N5O7PS2 in a non-equilibrium geometry. Source: OMol25; level of theory: ωB97M-V with the def2-TZVPD basis set.

Last column: Löwdin charge in e.
Element x y z (Å)
C -5.75 0.89 -5.57  0.005
C -4.44 0.11 -5.22  -0.474
O -3.38 0.66 -5.50  0.011
N -4.36 -1.21 -4.65  -0.165
C -3.97 -2.25 -5.64  -0.067
C -5.54 -1.59 -3.84  -0.201
C -5.38 -1.16 -2.31  -0.171
C -4.30 -2.15 -1.70  -0.186
C -3.46 -1.56 -0.48  -0.173
C -1.98 -2.03 -0.62  -0.116
C -1.43 -3.13 0.28  -0.074
C -2.29 -3.89 1.35  -0.120
C -2.06 -3.25 2.77  -0.178
O -2.72 -1.96 2.86  -0.055
C -1.83 -0.97 3.30  -0.318
O -1.94 0.17 2.98  0.099
C -0.03 -3.57 0.17  -0.118
C 0.50 -4.73 1.09  -0.050
C 0.95 -2.98 -0.79  -0.326
N 2.28 -3.27 -1.03  -0.212
S 2.62 -2.17 -2.24  0.951
N 1.24 -1.32 -2.58  -0.258
C 0.33 -1.90 -1.66  -0.327
C -1.10 -1.42 -1.60  -0.267
P -1.57 -0.10 -2.83  0.442
S -2.80 1.26 -2.17  0.201
H -6.57 0.16 -5.76  0.068
H -5.55 1.40 -6.56  0.095
H -5.95 1.62 -4.75  0.097
H -3.96 -3.27 -5.16  0.095
H -4.70 -2.21 -6.50  0.100
H -2.93 -2.05 -6.00  0.089
H -6.54 -1.30 -4.27  0.107
H -5.54 -2.73 -3.81  0.115
H -6.38 -1.41 -1.84  0.112
H -5.11 -0.08 -2.19  0.047
H -4.89 -3.03 -1.30  0.112
H -3.64 -2.57 -2.51  0.103
H -3.86 -2.06 0.45  0.090
H -3.58 -0.46 -0.31  0.072
H -3.39 -3.87 1.12  0.118
H -2.03 -4.98 1.42  0.117
H -0.95 -3.05 2.86  0.104
H -2.40 -3.95 3.58  0.135
H -1.00 -1.24 4.01  0.161
H 0.13 -4.66 2.14  0.067
H 0.06 -5.69 0.67  0.097
H 1.61 -4.83 1.03  0.078
H -0.34 0.57 -3.15  -0.014
H -1.97 -0.76 -4.02  -0.022
C 2.59 1.17 0.98  -0.050
C 3.16 1.93 1.99  -0.056
C 3.54 1.34 3.18  0.008
C 3.35 -0.03 3.35  -0.146
C 2.77 -0.80 2.35  -0.002
C 2.39 -0.20 1.16  -0.061
N 3.77 -0.66 4.61  -0.352
O 4.25 0.05 5.47  0.076
O 3.62 -1.87 4.71  0.065
H 2.30 1.63 0.04  0.111
H 3.31 3.00 1.84  0.075
H 3.98 1.95 3.96  0.118
H 2.62 -1.86 2.49  0.114
H 1.95 -0.79 0.38  0.071
C 8.02 6.98 2.33  -0.071
C 7.46 7.42 3.52  -0.065
C 6.21 6.98 3.91  -0.001
C 5.52 6.09 3.09  -0.142
C 6.07 5.65 1.89  0.000
C 7.32 6.10 1.52  -0.065
N 4.20 5.60 3.51  -0.331
O 3.74 6.02 4.55  0.094
O 3.64 4.79 2.78  0.047
H 9.01 7.32 2.04  0.108
H 8.01 8.11 4.16  0.109
H 5.78 7.33 4.84  0.121
H 5.53 4.96 1.25  0.119
H 7.76 5.76 0.59  0.109

The total energy is -3063.36114 hartree.

=====

(2)
A molecular structure, C29H34NO4OsS2. Source: OMol25; level of theory: ωB97M-V with the def2-TZVPD basis set.

Last column: Löwdin charge in e.
Element x y z (Å)
Os 0.67 0.05 0.77  1.668
C -2.08 -1.64 1.93  0.015
C -0.77 -0.99 2.25  -0.302
C 0.43 -1.71 2.27  -0.030
C 1.65 -1.08 2.62  -0.261
C 2.92 -1.85 2.70  0.024
C 1.65 0.33 2.75  -0.067
C 0.46 1.09 2.85  -0.275
C 0.47 2.55 3.19  0.031
C -0.73 0.40 2.59  -0.013
H -2.59 -1.87 2.86  0.127
H -1.94 -2.58 1.39  0.094
H -2.71 -0.97 1.35  0.084
H 0.43 -2.76 2.03  0.156
H 3.04 -2.15 3.75  0.138
H 3.78 -1.25 2.42  0.107
H 2.89 -2.75 2.10  0.110
H 2.61 0.84 2.86  0.165
H 0.42 2.66 4.28  0.125
H -0.38 3.07 2.76  0.082
H 1.39 3.03 2.85  0.107
H -1.66 0.96 2.55  0.148
O -1.13 0.63 0.04  -0.654
S -1.49 2.09 -0.52  1.155
C -2.31 1.66 -2.10  -0.248
C -2.53 0.17 -2.33  -0.202
C -1.36 -0.50 -3.08  -0.205
C -1.17 -1.98 -2.75  -0.255
S -0.13 -2.27 -1.27  1.113
O 0.57 -0.88 -1.04  -0.628
C 1.14 -3.32 -1.87  -0.418
C 1.91 -2.97 -2.98  -0.063
C 2.90 -3.84 -3.39  -0.028
C 3.10 -5.04 -2.71  -0.015
C 2.33 -5.38 -1.61  -0.034
C 1.34 -4.51 -1.18  -0.075
C -2.79 2.60 0.53  -0.428
C -3.96 1.85 0.70  -0.066
C -4.93 2.33 1.56  -0.026
C -4.74 3.54 2.22  -0.012
C -3.59 4.29 2.02  -0.026
C -2.60 3.82 1.17  -0.078
H -1.65 2.09 -2.85  0.107
H -3.23 2.25 -2.09  0.113
H -3.45 0.07 -2.91  0.139
H -2.72 -0.34 -1.38  0.094
H -0.43 0.04 -2.90  0.102
H -1.54 -0.45 -4.16  0.140
H -0.68 -2.53 -3.55  0.101
H -2.11 -2.47 -2.53  0.111
H 1.74 -2.05 -3.51  0.124
H 3.51 -3.60 -4.25  0.127
H 3.87 -5.72 -3.05  0.130
H 2.49 -6.32 -1.10  0.127
H 0.71 -4.77 -0.34  0.111
H -4.11 0.92 0.16  0.116
H -5.85 1.77 1.70  0.128
H -5.52 3.92 2.87  0.131
H -3.47 5.24 2.52  0.129
H -1.71 4.41 0.98  0.121
O 2.62 -0.32 0.24  -0.084
C 2.78 0.83 -0.33  -0.429
C 3.93 1.43 -1.05  -0.020
C 3.35 2.82 -1.39  -0.023
C 1.93 2.86 -0.82  -0.403
O 1.15 3.75 -0.81  0.129
N 1.70 1.56 -0.23  0.046
H 4.17 0.83 -1.92  0.150
H 4.81 1.46 -0.42  0.150
H 3.30 3.01 -2.46  0.147
H 3.92 3.64 -0.94  0.148

As for the total charge: +3. The total energy is -2367.25885 hartree.

=====

(3)
7 unconnected molecules or ions with the total composition C29H35Br3F18NO14 in a non-equilibrium geometry. Source: OMol25; level of theory: ωB97M-V with the def2-TZVPD basis set.

Last column: Löwdin charge in e.
Element x y z (Å)
C 7.98 1.81 1.35  -0.135
C 7.60 0.33 0.91  -0.673
Br 9.06 -0.78 0.14  0.552
C 6.30 -0.22 1.05  -0.701
Br 6.06 -2.12 0.46  0.594
N 5.17 0.50 1.64  -0.063
C 3.95 0.43 0.78  -0.597
Br 4.38 1.02 -1.08  0.630
C 2.72 1.29 1.36  -0.615
O 1.54 0.93 1.00  -0.118
O 2.84 2.40 2.16  -0.171
H 8.56 1.75 2.34  0.085
H 7.11 2.54 1.44  0.084
H 8.73 2.21 0.57  0.065
H 5.40 1.47 1.90  0.102
H 3.61 -0.65 0.76  0.081
C 12.31 6.24 1.57  -0.065
C 10.98 6.93 1.79  -0.209
O 10.16 6.82 0.63  0.021
C 9.46 5.67 0.50  -0.358
O 9.50 4.76 1.29  0.159
C 8.59 5.71 -0.75  -0.511
F 9.24 6.20 -1.82  0.151
F 7.50 6.49 -0.58  0.164
F 8.13 4.50 -1.11  0.162
H 12.80 6.62 0.67  0.082
H 12.98 6.39 2.43  0.081
H 12.18 5.16 1.42  0.078
H 11.15 7.99 1.96  0.124
H 10.47 6.54 2.68  0.126
C -0.52 -1.74 1.94  -0.060
C -1.01 -1.19 0.62  -0.195
O -2.09 -2.00 0.11  0.022
C -3.31 -1.73 0.59  -0.376
O -3.55 -0.88 1.41  0.163
C -4.36 -2.63 -0.07  -0.498
F -3.96 -3.92 -0.16  0.149
F -4.64 -2.23 -1.33  0.140
F -5.53 -2.65 0.59  0.123
H -0.25 -2.79 1.85  0.081
H 0.35 -1.17 2.29  0.078
H -1.30 -1.68 2.71  0.069
H -0.21 -1.24 -0.12  0.126
H -1.31 -0.15 0.70  0.128
C -3.24 -4.92 6.79  -0.065
C -2.37 -3.76 7.24  -0.207
O -0.98 -4.12 7.18  0.019
C -0.39 -4.00 5.97  -0.362
O -0.96 -3.63 4.98  0.167
C 1.09 -4.37 6.05  -0.512
F 1.30 -5.49 6.78  0.148
F 1.81 -3.39 6.64  0.161
F 1.64 -4.58 4.85  0.162
H -3.01 -5.82 7.36  0.082
H -4.30 -4.67 6.91  0.081
H -3.06 -5.16 5.73  0.078
H -2.58 -3.53 8.29  0.124
H -2.56 -2.86 6.66  0.128
C 1.55 3.50 -0.95  -0.078
C 1.40 3.98 -2.38  -0.201
O 1.37 5.41 -2.44  0.018
C 2.57 6.03 -2.43  -0.375
O 3.63 5.46 -2.37  0.164
C 2.39 7.54 -2.54  -0.511
F 1.40 8.01 -1.74  0.149
F 2.07 7.92 -3.80  0.146
F 3.50 8.23 -2.21  0.150
H 0.76 3.92 -0.32  0.091
H 1.49 2.41 -0.90  0.053
H 2.50 3.81 -0.53  0.074
H 0.45 3.63 -2.79  0.121
H 2.19 3.58 -3.02  0.121
C -5.20 -4.18 -3.58  -0.065
C -4.90 -5.08 -4.77  -0.198
O -5.94 -4.97 -5.76  0.021
C -5.84 -3.93 -6.61  -0.369
O -4.96 -3.11 -6.57  0.167
C -6.97 -3.97 -7.63  -0.513
F -8.17 -4.25 -7.07  0.153
F -6.76 -4.91 -8.57  0.153
F -7.13 -2.80 -8.28  0.157
H -6.19 -4.41 -3.18  0.088
H -4.46 -4.32 -2.80  0.072
H -5.20 -3.13 -3.87  0.077
H -4.88 -6.12 -4.45  0.126
H -3.92 -4.85 -5.20  0.128
C -7.83 -1.74 -0.50  -0.064
C -8.31 -1.20 -1.83  -0.191
O -9.39 -2.00 -2.35  0.022
C -10.62 -1.73 -1.86  -0.370
O -10.85 -0.88 -1.05  0.164
C -11.66 -2.63 -2.53  -0.513
F -11.26 -3.91 -2.62  0.152
F -11.93 -2.22 -3.79  0.155
F -12.83 -2.64 -1.87  0.155
H -7.55 -2.79 -0.60  0.079
H -6.96 -1.18 -0.15  0.077
H -8.61 -1.68 0.26  0.085
H -7.51 -1.24 -2.57  0.124
H -8.62 -0.15 -1.75  0.128

As for the total charge: -1. The total energy is -11753.91659 hartree.